Below is C48H82AlBrCl2FN5O11P as an isolated structure at a distorted geometry, with properties calculated with ωB97M-V/def2-TZVPD.

The geometry in XYZ format:
```
152
Properties=species:S:1:pos:R:3:forces:R:3
C 4.00330 4.16379 3.82045 -0.2138 -0.4882 -1.1890
C 4.37121 2.93278 2.82614 0.8864 -1.7378 -1.8869
C 5.49152 3.16590 1.75732 -2.4802 -4.1070 0.3813
C 5.82526 1.97882 0.81138 -2.3043 0.3033 2.3272
C 5.08340 0.57736 0.86257 -0.9062 2.0760 1.7155
C 5.58307 -0.52188 -0.18429 0.3563 -0.1480 -0.4102
C 5.56835 -2.03542 0.36718 0.0187 0.4875 1.0249
C 4.85352 -0.42258 -1.63627 0.8702 -0.2851 0.0246
C 3.92947 0.35350 1.91388 2.6410 4.1258 -0.4178
O 3.20855 -0.88059 1.96594 -0.3063 2.5648 0.1873
C 1.87076 -0.71207 2.47491 -1.6053 -1.8810 0.4436
C 0.91890 0.20621 1.55808 -2.2699 1.6519 0.0078
C -0.69547 0.09747 1.77513 0.7239 0.0797 2.0791
C -1.16555 0.43457 3.29107 -0.1724 -0.9060 -0.4268
C -1.05312 -0.92075 4.17376 -0.1285 -0.8096 0.1308
C -2.48912 -1.67886 4.33378 1.7190 -1.6712 0.6540
C -2.40935 -3.02085 3.43937 -1.8775 -2.5793 -3.2781
O -2.91138 -3.11114 2.26769 2.1109 1.4797 4.1719
O -1.77601 -4.22560 3.92305 -1.2577 3.2407 -0.6114
N -1.45864 -0.24165 0.73954 2.4931 1.8218 2.8595
C -2.94257 -0.29461 0.91402 -2.3476 0.4823 -0.8931
C -3.73436 -1.14539 -0.18698 -1.0588 0.4711 -0.4630
C -3.73396 -0.46769 -1.66775 0.7321 -0.5798 1.0322
N -4.97236 0.35306 -1.91770 1.5371 0.4127 0.3660
C -4.79732 1.26279 -3.10815 -0.5672 0.1386 -1.5176
C -3.82194 0.66692 -4.23647 2.6799 -0.6733 -1.5027
C -4.28968 -0.47242 -5.22641 4.5848 -0.0636 -1.5757
C -3.28383 -1.05412 -6.27724 -0.6528 1.4242 2.7882
C -1.77930 -0.55509 -6.40080 -2.9546 1.9981 1.0896
C -1.33676 0.60729 -5.40670 -3.5286 0.5264 -0.1406
C -2.35612 1.16911 -4.36480 -1.4378 -1.8825 -0.2647
O -1.88711 2.20941 -3.48313 -0.0018 -1.7560 -2.7819
C -0.56625 -0.50504 -0.43177 2.8401 -1.4808 0.1952
C -0.39901 -2.10944 -0.40218 -1.3911 -0.8270 -0.7259
N -0.27650 -2.59291 -1.81367 0.4839 -0.3339 0.7880
C 0.92698 0.02800 -0.04020 1.5610 -0.4549 0.2553
C 1.52462 1.18333 -0.98639 0.1567 1.0918 -0.3572
C 1.78299 2.59255 -0.26650 1.0034 -1.0946 0.0668
F 2.29482 3.50982 -1.26395 -0.9431 -1.2901 1.3382
C 3.63597 1.56887 2.88737 1.6370 0.3884 -1.5889
H 3.60736 3.81322 4.83222 0.7375 0.4304 -1.4158
H 3.18737 4.82426 3.32804 1.2730 -1.1574 0.7708
H 4.92646 4.82857 3.92289 -1.2787 -1.0629 0.0821
H 6.00089 4.18359 1.70010 -0.6903 -1.7290 -0.0081
H 6.64977 2.14360 0.02061 -1.7757 -0.5596 1.6868
H 6.69410 -0.27725 -0.40019 -2.0325 -0.3050 0.5268
H 6.34136 -2.70358 -0.16091 -1.3421 1.0915 0.5869
H 4.52130 -2.50793 0.36063 1.5849 0.6752 -0.1935
H 5.88158 -1.98024 1.47962 -0.4519 -0.2269 -1.7560
H 5.46448 -1.09190 -2.35423 -0.9582 0.9683 1.0603
H 4.91110 0.64925 -2.06556 -0.3148 -1.6725 0.8247
H 3.78626 -0.84762 -1.62891 1.4428 0.7632 0.1156
H 1.83798 -0.37795 3.58483 0.1849 -0.3009 -1.9656
H 1.39576 -1.77127 2.48165 1.1425 1.5822 -0.0975
H 1.10068 1.25866 2.01014 -0.1405 -1.2981 -1.4469
H -2.25387 0.78629 3.34848 1.6826 -0.3239 -0.2201
H -0.48309 1.22167 3.77773 -0.9489 -1.0881 -1.2369
H -0.35172 -1.70995 3.69970 -0.9522 1.5113 0.6723
H -0.60466 -0.71500 5.22006 -0.8501 -0.0293 -1.8141
H -2.52168 -2.04809 5.43110 -0.4025 0.7091 -1.8897
H -3.38116 -1.02485 4.05589 1.2026 -1.2222 0.3923
H -2.29963 -4.94710 3.47388 0.1362 0.8359 0.5078
H -3.27390 -0.64601 1.95397 1.1302 0.1990 -1.6902
H -3.32044 0.80057 0.81876 0.7086 -1.6582 0.0654
H -4.84843 -1.14046 0.13985 1.8884 -0.1043 -0.3047
H -3.43927 -2.24486 -0.26081 -0.2139 1.6678 0.3987
H -3.63269 -1.35799 -2.40200 -0.1539 1.8664 0.9124
H -2.84618 0.25544 -1.71005 -0.7771 -1.2981 -0.2924
H -4.99517 1.01041 -1.10682 -0.3240 -0.7858 -0.7533
H -4.46517 2.32680 -2.82817 -0.1526 -1.6313 -0.4591
H -5.84806 1.35610 -3.58739 1.7728 -0.0781 0.5340
H -5.33411 -0.92787 -5.22148 1.5778 0.9617 0.1622
H -3.57470 -1.91055 -6.99500 0.3545 1.6913 1.4026
H -1.02519 -0.98531 -7.14238 -2.5078 2.0817 0.0675
H -0.25444 0.99897 -5.42801 -1.9717 -0.5927 -0.0389
H -1.17245 2.64823 -4.01912 -0.8926 -0.2117 0.9857
H -0.74103 0.03359 -1.42273 -0.8327 -1.2873 1.4494
H 0.45765 -2.47524 0.29045 -1.2567 1.0440 -0.9947
H -1.35256 -2.61156 0.02613 1.5075 1.0028 -0.6416
H -0.49182 -3.60785 -1.83172 0.4949 0.9603 -0.1308
H 0.68470 -2.43008 -2.16879 -0.8561 -0.4300 0.3555
H 1.71961 -0.81018 -0.17549 -1.7178 1.0016 -0.0338
H 0.87029 1.39717 -1.92296 0.7384 -0.5128 1.6123
H 2.54047 0.83804 -1.40758 -1.6144 0.6012 0.8157
H 0.84963 3.01842 0.24025 1.3084 -0.3480 -0.9182
H 2.63802 2.41803 0.49828 -1.4802 0.6078 -1.1418
H 2.82607 1.46242 3.70597 1.5390 0.1818 -1.5066
Br -0.18553 -2.01834 -5.59818 1.3877 -2.4058 2.0614
C 4.17319 9.06132 -0.67078 0.4119 0.1537 0.3822
O 3.21251 8.18572 -1.24844 -0.3483 2.1426 -2.8491
P 1.63245 8.84239 -1.41738 -3.6409 -5.9853 6.6200
O 1.41012 8.86850 0.09499 0.9020 1.3586 -0.8639
O 1.08054 7.43365 -2.04128 0.0320 1.2915 -0.5626
C 1.52667 6.19950 -1.49539 0.4467 -0.3241 -0.2114
O 0.09431 9.54682 -1.71755 2.5081 0.5025 -2.6065
C 0.08621 10.96708 -1.65218 -0.0386 0.5828 0.1363
H 5.16704 8.63878 -0.83046 -0.1475 -0.0213 -0.1371
H 4.12652 10.04628 -1.14104 0.2144 -0.0420 0.1645
H 4.00184 9.15290 0.40398 -0.1335 0.0693 -0.1157
H 1.73438 6.27156 -0.42645 0.0118 0.1538 -0.0518
H 2.42261 5.87523 -2.02788 -0.0655 -0.0434 0.2055
H 0.74760 5.45030 -1.64874 -0.0870 0.2799 -0.1214
H 0.81677 11.38121 -2.35159 -0.2114 0.2153 0.0301
H 0.31530 11.30180 -0.63701 0.0209 -0.0324 -0.0419
H -0.90733 11.32499 -1.92668 0.0848 -0.1849 -0.0162
Al 1.94501 -1.21084 -6.38064 0.5516 0.0206 -0.0976
C 8.52846 -0.78423 -4.37086 -0.0054 -0.0724 -0.0443
C 8.32688 0.66541 -4.80058 -0.0994 -0.3574 -0.1277
C 8.90861 1.66883 -3.80198 -0.5740 -0.1864 0.5697
C 8.23760 1.50835 -2.46705 -1.1496 -0.0796 2.7826
N 7.70786 1.38174 -1.41433 2.3967 0.4379 -4.3718
H 8.01448 -1.00134 -3.43052 0.0799 0.0566 -0.0141
H 8.12448 -1.46364 -5.12554 0.0912 0.0421 0.0535
H 9.59117 -1.01109 -4.24283 -0.1157 -0.0161 0.0030
H 7.25552 0.85094 -4.93119 0.1146 0.1174 0.0084
H 8.80056 0.81659 -5.77484 -0.0192 0.1290 0.1206
H 8.75151 2.68967 -4.15974 0.0114 -0.0419 0.2217
H 9.98438 1.51318 -3.68308 -0.1236 0.0135 0.1387
C -4.63873 -11.09384 5.78870 0.0349 0.0208 -0.0828
C -3.66842 -10.06391 6.36007 -0.1072 -0.0023 -0.1081
N -2.84114 -9.39649 5.36018 0.4575 -0.0457 -0.0742
C -1.77753 -8.58296 5.94881 -0.0152 -0.2540 0.1702
C -2.19279 -7.36968 6.78355 0.1578 0.2808 -0.0012
C -3.55601 -8.76438 4.25326 -0.4873 -0.2299 -0.0627
C -4.56599 -7.66978 4.60137 0.5088 -0.7099 0.1633
H -4.10593 -11.87950 5.24443 -0.0309 0.1255 -0.0101
H -5.19321 -11.56726 6.60355 0.0714 0.0507 -0.0235
H -5.37377 -10.64094 5.12101 0.0474 -0.0107 0.0080
H -3.01307 -10.59806 7.05797 0.1399 0.2152 -0.0802
H -4.24228 -9.34502 6.95849 -0.0796 0.0140 0.0866
H -1.09787 -8.24934 5.15738 -0.1715 -0.0492 -0.1223
H -1.16731 -9.23705 6.58392 -0.1484 -0.1057 -0.0329
H -2.50477 -6.53655 6.15429 -0.1598 -0.0179 0.0640
H -1.33750 -7.01720 7.36901 -0.0098 -0.0653 -0.0023
H -2.99532 -7.59961 7.48645 0.0162 0.0012 -0.0731
H -4.07590 -9.54474 3.68733 0.0979 -0.1605 0.1129
H -2.83079 -8.35790 3.53805 0.1773 -0.0504 0.2203
H -5.17191 -7.92086 5.47671 0.0302 -0.0576 -0.0117
H -5.25170 -7.52223 3.76316 0.1265 0.0586 0.0999
H -4.07105 -6.69946 4.78160 -0.3306 -1.2604 0.1083
Cl -2.59161 1.55061 -7.19663 1.1598 -0.0739 -0.1747
C -6.98054 5.27707 -4.43817 0.4410 0.7807 -0.1802
C -7.88145 4.96265 -3.28306 -0.1933 0.4762 0.7050
O -8.64329 3.86306 -3.76038 0.3500 -0.2831 -0.5290
C -7.91319 3.26404 -4.74040 -0.4629 -0.9711 -0.4375
O -8.18687 2.20912 -5.23976 0.3915 0.8654 0.4749
O -6.82983 4.01761 -5.07908 -0.3330 -0.4265 0.1958
H -6.01337 5.66863 -4.11862 -0.0249 -0.1666 -0.1539
H -7.43315 5.98035 -5.14305 0.0097 -0.0689 0.0493
H -7.32745 4.64929 -2.39290 -0.0253 0.0029 -0.0523
H -8.52990 5.79977 -3.02015 -0.0704 -0.2277 -0.0296
Cl -4.74655 -4.95476 4.28594 -0.2215 2.3351 -0.4141
```
Positions in Å, forces in eV/Å.

## Properties
Gap between HOMO and LUMO   1.16 eV
Calculated total energy   -194741.7280 eV
Spin multiplicity   1
Strongest force on any atom   9.6 eV/Å
Total charge   +1
HOMO energy   -7.170 eV

Mulliken population analysis, charges in e, atoms 1 to 4: -1.15, 0.60, -0.98, -0.38